Molecular formula: C34H42BBrLuN9O2P
Method: DFT, ωB97M-V with the def2-TZVPD basis set

Results
**Charge**: +1
**Energy**: -6140.035767 Ha
**Multiplicity**: 1
**E_LUMO**: -2.9746 eV
**Energy relative to the best compared isomer or geometry (same formula, charge and spin)**: 0.0 kJ/mol
**Frontier orbital gap**: 7.295 eV

Each line ends with the Mulliken charge.
CARTESIAN COORDINATES (ANGSTROEM)
Lu  0.001  1.005  0.527  1.83
Br  -2.606  0.107  7.718  -0.18
C  -2.090  0.026  5.906  -0.46
C  -1.750  -1.202  5.333  -0.67
C  -1.382  -1.276  4.008  -0.12
C  -1.327  -0.124  3.205  -0.35
O  -1.000  -0.217  1.942  -0.15
C  -1.660  1.115  3.796  0.43
C  -1.662  2.362  3.071  -0.10
N  -1.167  2.592  1.904  0.01
C  -1.270  3.906  1.368  -0.11
C  -1.394  5.059  2.092  -0.49
C  -1.506  6.312  1.447  -1.06
C  -1.478  6.402  0.087  -0.89
C  -1.299  5.233  -0.690  0.96
C  -1.217  5.249  -2.101  -0.66
C  -1.000  4.088  -2.785  -1.28
C  -0.832  2.900  -2.051  0.07
N  -0.920  2.844  -0.743  -0.01
C  -1.179  3.990  -0.048  0.19
C  -2.059  1.165  5.143  -0.75
H  -1.783  -2.099  5.938  0.46
H  -1.135  -2.228  3.553  0.43
H  -2.159  3.180  3.596  0.51
H  -1.387  5.035  3.174  0.52
H  -1.610  7.204  2.050  0.41
H  -1.569  7.358  -0.413  0.43
H  -1.319  6.192  -2.625  0.45
H  -0.929  4.067  -3.863  0.48
H  -0.599  1.970  -2.557  0.39
H  -2.333  2.117  5.581  0.52
B  2.655  2.760  0.690  0.38
N  2.747  1.787  1.894  -0.20
C  3.637  1.666  2.881  -0.18
C  3.207  0.673  3.748  -1.37
C  2.006  0.236  3.202  -0.38
N  1.733  0.914  2.082  0.45
N  2.802  1.962  -0.635  -0.58
C  3.773  1.956  -1.550  -0.27
C  3.372  1.163  -2.615  -1.48
C  2.104  0.719  -2.252  -0.71
N  1.766  1.201  -1.054  0.93
H  3.501  3.605  0.769  -0.14
H  1.513  3.209  0.694  -0.05
H  4.509  2.299  2.904  0.51
H  3.687  0.332  4.648  0.48
H  1.325  -0.521  3.559  0.60
H  4.672  2.526  -1.386  0.50
H  3.915  0.956  -3.521  0.50
H  1.418  0.082  -2.790  0.84
O  -0.907  -0.401  -0.881  -0.83
P  -0.462  -1.755  -1.423  -1.95
N  -1.571  -2.830  -0.884  0.72
C  -2.524  -2.599  0.226  0.44
C  -2.502  -3.927  0.969  -0.61
C  -2.363  -4.946  -0.158  -0.83
C  -1.389  -4.273  -1.130  -0.37
N  1.049  -2.136  -0.906  1.27
C  1.251  -2.421  0.528  0.36
C  2.754  -2.264  0.681  -0.22
C  3.313  -2.854  -0.612  -1.11
C  2.207  -2.653  -1.665  -0.43
N  -0.407  -1.704  -3.063  0.69
C  -1.572  -1.050  -3.707  -0.33
C  -1.317  -1.286  -5.185  -0.69
C  -0.776  -2.710  -5.201  -0.85
C  0.101  -2.787  -3.947  -0.32
H  -3.519  -2.391  -0.177  0.33
H  -2.210  -1.754  0.831  -0.57
H  -3.392  -4.081  1.578  0.48
H  -1.629  -3.967  1.627  0.12
H  -3.327  -5.094  -0.646  0.35
H  -2.005  -5.920  0.170  0.40
H  -1.609  -4.534  -2.167  0.20
H  -0.353  -4.568  -0.920  0.29
H  0.914  -3.436  0.777  0.37
H  0.689  -1.729  1.161  -0.57
H  3.134  -2.754  1.576  0.52
H  2.995  -1.201  0.753  -0.17
H  3.529  -3.916  -0.496  0.32
H  4.237  -2.364  -0.913  0.41
H  1.972  -3.597  -2.157  0.38
H  2.502  -1.932  -2.426  0.22
H  -1.620  0.000  -3.425  -0.06
H  -2.507  -1.529  -3.393  0.36
H  -0.564  -0.584  -5.549  0.31
H  -2.217  -1.160  -5.784  0.42
H  -0.206  -2.942  -6.099  0.39
H  -1.596  -3.428  -5.137  0.34
H  1.149  -2.609  -4.186  0.30
H  0.028  -3.767  -3.473  0.25


Molecular formula: C34H42BF8HfN4O2
Method: DFT, ωB97M-V with the def2-TZVPD basis set

Results
**Charge**: +1
**Energy**: -2561.991027 Ha
**Multiplicity**: 1
**E_LUMO**: -2.6049 eV
**Energy relative to the best compared isomer or geometry (same formula, charge and spin)**: 0.0 kJ/mol
**Frontier orbital gap**: 7.993 eV

Each line ends with the Mulliken charge.
CARTESIAN COORDINATES (ANGSTROEM)
Hf  -0.126  0.283  1.567  -0.16
C  2.832  0.629  3.684  -1.12
C  2.640  1.900  2.876  -0.85
N  1.753  1.791  1.670  0.34
C  2.584  1.625  0.414  -0.56
C  3.593  0.493  0.366  -1.38
C  1.085  3.126  1.520  -1.44
C  0.063  3.165  0.408  -1.14
N  -0.826  2.007  0.535  1.35
C  -1.881  1.912  -0.358  -0.13
C  -2.655  0.755  -0.290  0.15
F  -2.258  -0.151  0.680  -0.14
C  -3.719  0.456  -1.100  -0.19
F  -4.373  -0.692  -0.926  -0.29
C  -4.093  1.351  -2.083  -0.61
C  -3.354  2.510  -2.189  0.21
F  -3.671  3.403  -3.126  -0.32
C  -2.280  2.802  -1.359  0.46
F  -1.637  3.963  -1.564  -0.36
H  3.396  0.869  4.585  0.57
H  3.378  -0.139  3.143  0.23
H  1.877  0.203  4.007  0.06
H  3.604  2.299  2.552  0.56
H  2.200  2.656  3.526  0.66
H  3.115  2.574  0.285  0.51
H  1.893  1.526  -0.423  0.24
H  4.280  0.502  1.211  0.33
H  4.192  0.637  -0.534  0.53
H  3.135  -0.489  0.291  0.20
H  1.854  3.887  1.356  0.59
H  0.598  3.359  2.464  0.39
H  0.548  3.181  -0.571  0.52
H  -0.481  4.107  0.502  0.68
H  -4.925  1.153  -2.742  0.55
C  -4.032  2.020  3.913  -1.63
C  -3.107  1.334  2.917  -0.60
N  -1.761  0.917  3.400  1.58
C  -1.028  2.038  4.038  -0.35
C  -1.246  2.300  5.526  -1.70
C  -1.853  -0.255  4.299  -1.24
C  -1.871  -1.531  3.489  -0.93
N  -0.693  -1.466  2.630  0.24
C  -0.040  -2.649  2.316  0.24
C  1.280  -2.531  1.912  -0.32
F  1.736  -1.224  1.846  0.16
C  2.084  -3.570  1.525  -0.41
F  3.332  -3.322  1.118  -0.31
C  1.581  -4.854  1.553  -0.68
C  0.268  -5.017  1.951  0.13
F  -0.261  -6.239  1.970  -0.31
C  -0.540  -3.952  2.316  0.59
F  -1.822  -4.189  2.628  -0.33
H  -5.005  2.149  3.439  0.48
H  -3.677  3.012  4.191  0.34
H  -4.190  1.436  4.820  0.31
H  -2.945  1.999  2.068  0.01
H  -3.593  0.437  2.537  0.39
H  -1.260  2.933  3.459  0.43
H  0.048  1.840  3.911  -0.03
H  -2.289  2.475  5.775  0.34
H  -0.685  3.193  5.804  0.51
H  -0.879  1.482  6.143  0.29
H  -2.713  -0.174  4.967  0.42
H  -0.953  -0.280  4.915  0.51
H  -2.800  -1.638  2.918  0.27
H  -1.827  -2.379  4.173  0.81
H  2.183  -5.701  1.260  0.53
C  2.611  -1.770  -6.949  -1.59
C  1.214  -1.298  -6.525  1.91
C  1.063  0.171  -6.922  -2.04
C  0.149  -2.111  -7.275  -1.58
C  1.041  -1.507  -5.020  0.71
C  1.157  -2.801  -4.492  -0.60
C  1.007  -3.084  -3.141  -2.30
C  0.733  -2.016  -2.316  1.30
O  0.528  -1.990  -0.949  -0.08
B  0.270  -0.662  -0.621  1.37
O  0.328  0.127  -1.778  -0.22
C  0.616  -0.738  -2.817  -0.05
C  0.764  -0.448  -4.156  -1.09
H  2.745  -1.621  -8.022  0.45
H  2.762  -2.829  -6.739  0.32
H  3.387  -1.208  -6.426  0.37
H  1.194  0.269  -8.001  0.42
H  1.814  0.800  -6.441  0.39
H  0.073  0.558  -6.675  0.39
H  0.259  -1.967  -8.352  0.44
H  -0.855  -1.793  -6.989  0.37
H  0.236  -3.178  -7.071  0.32
H  1.369  -3.622  -5.164  0.42
H  1.094  -4.091  -2.755  0.52
H  0.659  0.569  -4.506  0.64